(1)
83
Properties=species:S:1:pos:R:3:mulliken_charge:R:1 method="wB97M-V/def2-TZVPD" gap_ev="7.513 / 5.925" max_force_ev_per_a=0.174 relative_energy_kj_mol=0.00 spin_multiplicity=5 charge=+3 s_squared=6.015
Ru -0.0664 0.6734 0.3664 0.133
C 3.1963 0.4656 -2.7966 -1.158
C 2.1091 0.1435 -1.9803 -0.088
N 1.5912 0.9995 -1.1116 0.942
C 2.1189 2.2484 -1.0304 -0.080
C 3.1957 2.6620 -1.8193 0.963
C 3.7448 1.7200 -2.7121 -0.741
C 3.6709 4.0120 -1.7176 -0.924
C 3.0598 4.8977 -0.9035 -1.015
C 1.9333 4.5053 -0.1053 1.079
C 1.2245 5.4108 0.7057 -0.823
C 0.1297 4.9778 1.4150 -1.331
C -0.2261 3.6342 1.3511 -0.812
N 0.4398 2.7437 0.6158 1.183
C 1.4915 3.1784 -0.1400 -0.313
H 3.5817 -0.2721 -3.4859 0.531
H 1.6420 -0.8320 -2.0499 0.229
H 4.5846 2.0001 -3.3360 0.495
H 4.5159 4.3116 -2.3237 0.467
H 3.4006 5.9231 -0.8461 0.480
H 1.5370 6.4469 0.7513 0.496
H -0.4495 5.6537 2.0280 0.542
H -1.0700 3.2661 1.9176 0.918
C -2.3752 -0.0340 -1.6314 -1.152
N -1.9845 1.1130 -0.7251 1.590
C -3.1580 1.3580 0.1996 -0.794
N -4.3632 1.6236 -0.5322 0.172
C -4.6730 0.4760 -1.3911 -0.743
N -3.5863 0.2347 -2.3496 0.193
C -3.4043 1.4359 -3.1740 -0.627
N -3.0776 2.5925 -2.3346 0.191
C -1.8626 2.3377 -1.6179 -1.031
C -4.1689 2.8082 -1.3765 -0.694
H -2.5105 -0.9233 -1.0106 0.308
H -1.5514 -0.1925 -2.3318 0.182
H -2.9141 2.2152 0.8323 0.163
H -3.2864 0.4696 0.8243 0.252
H -5.5926 0.6756 -1.9377 0.360
H -4.8208 -0.4127 -0.7754 0.332
H -4.3238 1.6369 -3.7205 0.359
H -2.6014 1.2675 -3.8934 0.341
H -1.6256 3.1921 -0.9822 0.200
H -1.0388 2.1582 -2.3136 0.281
H -5.0883 3.0136 -1.9214 0.332
H -3.9379 3.6706 -0.7490 0.333
N -0.0367 -1.3525 0.3434 -0.091
S 1.2482 -2.3901 0.2753 0.482
C 1.0707 -3.5515 1.5913 0.202
C 2.0522 -3.5507 2.5758 -0.077
C 1.9263 -4.4369 3.6374 -0.817
C 0.8331 -5.2897 3.7001 -0.481
C -0.1361 -5.2850 2.6984 -0.840
C -0.0188 -4.4196 1.6260 -0.185
C 0.9635 -3.4181 -1.1588 0.351
C -0.0311 -3.1270 -2.0780 -0.255
C -0.1723 -3.9540 -3.1864 -0.603
C 0.6778 -5.0353 -3.3605 -0.619
C 1.6752 -5.3052 -2.4290 -0.712
C 1.8274 -4.4966 -1.3153 -0.807
H -0.9141 -1.8558 0.4705 0.210
H 2.9088 -2.8919 2.5089 0.518
H 2.6859 -4.4681 4.4064 0.471
H 0.7404 -5.9804 4.5276 0.457
H -0.9700 -5.9717 2.7476 0.472
H -0.7441 -4.4431 0.8205 0.418
H -0.6916 -2.2853 -1.9339 0.208
H -0.9528 -3.7545 -3.9081 0.509
H 0.5623 -5.6771 -4.2232 0.439
H 2.3333 -6.1522 -2.5659 0.459
H 2.5916 -4.7176 -0.5793 0.495
C -0.6531 -1.0436 3.4930 -0.653
Si 0.4269 0.3649 2.9814 0.670
C 0.0163 1.8841 3.9469 -1.084
C 2.2549 0.1633 2.7484 -0.940
H -0.6514 -1.0648 4.5883 0.442
H -0.3273 -2.0134 3.1258 0.013
H -1.6901 -0.8761 3.1907 0.366
H 0.2680 1.6018 4.9787 0.430
H -1.0416 2.1470 3.9564 0.376
H 0.6222 2.7534 3.7001 0.361
H 2.6702 -0.1447 3.7158 0.488
H 2.7073 1.1247 2.4968 0.387
H 2.5584 -0.5724 2.0062 0.216

(2)
89
Properties=species:S:1:pos:R:3:mulliken_charge:R:1 method="wB97M-V/def2-TZVPD" gap_ev="4.963 / 5.456" max_force_ev_per_a=1.989 relative_energy_kj_mol=64.35 spin_multiplicity=2 charge=+2 s_squared=0.788
Re 2.2241 -0.9492 -1.0147 0.185
S 2.6184 3.5941 -4.3854 -0.147
Sb 4.9323 1.0196 -2.0653 0.499
S 3.2718 0.8851 -0.1404 -0.298
S 3.2683 -0.8811 -2.9631 -0.271
S 6.6899 -0.0825 -1.2824 -0.438
C 1.8112 -4.8155 -5.0126 -1.229
S 1.9440 -4.0425 -3.3810 0.318
C 0.3949 -3.2889 -3.1979 0.579
C -0.0463 -2.8029 -2.0007 -0.886
S 0.8244 -2.9198 -0.5032 -0.256
S -1.6248 -2.0412 -2.0338 0.253
C -1.9069 -2.1551 -3.7510 0.009
S -3.2087 -1.5447 -4.4853 -0.122
S -0.6404 -3.0347 -4.5737 -0.118
H 2.7506 -5.3441 -5.1547 0.371
H 1.6944 -4.0680 -5.7942 0.359
H 0.9893 -5.5272 -5.0235 0.451
C -7.7161 0.6228 1.8252 -1.615
C -6.2504 0.5431 1.5070 0.490
C -5.7718 0.8042 0.2301 -0.844
C -4.4242 0.7163 -0.0952 0.897
C -4.0031 0.9676 -1.5217 -1.024
C -3.5365 0.3913 0.9360 0.373
Te -1.4452 0.1680 0.7383 1.362
N 0.6997 0.0340 -1.3841 0.642
C -0.0485 1.0565 -1.5950 0.009
O -1.1334 1.3470 -0.8476 -0.273
C 0.2038 2.0152 -2.6725 0.626
C 0.7752 1.6066 -3.8232 -0.284
C 1.1605 2.5655 -4.8594 -0.751
C 0.8419 4.0042 -4.6072 -0.542
C 0.0618 4.3256 -3.4037 -0.728
C -0.2032 3.4018 -2.4766 -0.581
C -0.7725 1.6326 2.1011 0.592
C -1.3621 2.9075 2.1931 0.758
C -2.4694 3.4138 1.3007 -1.477
C -0.8906 3.7578 3.1853 -0.786
C 0.1167 3.3889 4.0672 0.585
C 0.6121 4.3291 5.1285 -1.599
C 0.6881 2.1269 3.9318 -0.745
C 0.2670 1.2354 2.9614 0.844
C 0.9402 -0.1174 2.8903 -1.799
C -3.9862 0.0693 2.2321 0.538
C -3.0512 -0.3571 3.3458 -2.055
C -5.3411 0.1634 2.4908 -0.848
H -8.3000 0.9346 0.9621 0.367
H -7.8924 1.3310 2.6367 0.366
H -8.0829 -0.3489 2.1596 0.369
H -6.4713 1.0711 -0.5551 0.420
H -4.8344 0.7642 -2.1947 0.601
H -3.1740 0.3303 -1.8189 -0.303
H -3.7069 2.0090 -1.6695 0.257
H 0.9533 0.5542 -3.9985 0.680
H 1.2151 2.2114 -5.8790 0.659
H 0.7067 4.6471 -5.4652 0.616
H -0.3004 5.3403 -3.2991 0.454
H -0.7745 3.6499 -1.5919 0.368
H -2.5127 2.8900 0.3552 -0.170
H -2.3231 4.4737 1.0928 0.553
H -3.4369 3.3105 1.7978 0.351
H -1.3341 4.7445 3.2666 0.449
H -0.0124 5.2163 5.2064 0.375
H 1.6306 4.6495 4.9004 0.346
H 0.6414 3.8299 6.0977 0.384
H 1.4870 1.8328 4.6060 0.523
H 2.0001 -0.0188 3.1218 0.571
H 0.8647 -0.5632 1.8979 -0.125
H 0.5055 -0.8132 3.6125 0.387
H -2.1720 -0.8968 2.9694 0.186
H -3.5546 -1.0365 4.0306 0.601
H -2.6986 0.5029 3.9188 0.388
H -5.7100 -0.0724 3.4844 0.526
C 3.1189 -4.2538 2.5813 -1.113
C 4.3366 -3.7526 1.8063 -0.593
S 3.8948 -3.6253 0.0574 0.790
O 3.6621 -2.0813 -0.0950 -0.073
C 5.4613 -3.8971 -0.8053 -0.356
C 6.7119 -3.4417 -0.0749 -1.244
H 3.3064 -4.1726 3.6513 0.404
H 2.9047 -5.2967 2.3490 0.376
H 2.2286 -3.6658 2.3435 0.178
H 5.1859 -4.4260 1.9061 0.390
H 4.6282 -2.7456 2.1037 0.298
H 5.3117 -3.3614 -1.7456 0.245
H 5.4682 -4.9698 -1.0146 0.487
H 6.6136 -2.4178 0.2810 0.244
H 7.5537 -3.4630 -0.7669 0.366
H 6.9522 -4.0946 0.7626 0.376

(3)
85
Properties=species:S:1:pos:R:3:mulliken_charge:R:1 method="wB97M-V/def2-TZVPD" gap_ev="8.025 / 7.855" max_force_ev_per_a=1.579 relative_energy_kj_mol=68.90 spin_multiplicity=6 charge=+1 s_squared=8.758
Mn 0.2666 -0.1301 -0.1702 -0.321
B -0.0885 -0.4954 -3.2299 0.428
N 1.2838 -1.0181 -2.7082 -0.020
C 2.2312 -1.6466 -3.4048 -0.321
C 3.3747 -1.7430 -2.6239 -1.191
C 3.0275 -1.1301 -1.4286 -0.683
N 1.7652 -0.6895 -1.4877 0.855
N -1.2574 -1.1460 -2.4243 0.397
C -2.2596 -1.8982 -2.8762 -0.442
C -3.1538 -2.1196 -1.8359 -1.366
C -2.5915 -1.4529 -0.7546 -0.646
N -1.4502 -0.8655 -1.1234 0.523
H -0.1407 0.6951 -3.0045 -0.197
H -0.1985 -0.7970 -4.3788 -0.186
H 2.0537 -1.9800 -4.4131 0.501
H 4.3160 -2.1937 -2.8832 0.461
H 3.6348 -0.9626 -0.5532 0.478
H -2.2927 -2.2165 -3.9045 0.460
H -4.0839 -2.6611 -1.8711 0.558
H -2.9619 -1.3399 0.2525 0.671
C 2.0326 -0.3183 4.1041 -1.469
C 1.3014 -1.4874 3.4423 0.553
C 2.1951 -2.1396 2.3882 -1.263
C -0.0599 -1.0495 2.8432 0.182
C -1.0107 -0.5142 3.9168 -0.558
O -0.8804 0.9140 3.7956 -0.447
C -0.2622 1.1667 2.6393 0.199
N 0.1032 0.1302 1.9656 0.352
C 0.0090 2.5887 2.3740 0.315
C 0.0973 3.3997 3.5122 -1.092
C 0.4155 4.7391 3.4152 -0.864
C 0.6705 5.2961 2.1718 -0.859
C 0.5904 4.5039 1.0403 -0.776
C 0.2424 3.1572 1.1116 0.737
P 0.0190 2.2399 -0.4674 2.885
C -1.4455 3.0549 -1.1906 0.571
C -2.6124 2.2970 -1.2766 -0.424
C -3.7624 2.8366 -1.8322 -0.659
C -3.7554 4.1388 -2.3066 -0.587
C -2.5984 4.9010 -2.2208 -0.790
C -1.4478 4.3656 -1.6670 -0.119
C 1.4592 2.7943 -1.4337 0.274
C 2.7138 2.6440 -0.8385 -0.555
C 3.8627 2.9343 -1.5518 -0.711
C 3.7693 3.3577 -2.8713 -0.651
C 2.5282 3.4776 -3.4758 -0.801
C 1.3719 3.1884 -2.7644 -0.475
H 2.8989 -0.6891 4.6502 0.520
H 1.4001 0.2230 4.8118 0.357
H 2.3902 0.3851 3.3496 0.139
H 1.0630 -2.2252 4.2152 0.392
H 2.2081 -1.5402 1.4749 0.067
H 1.8402 -3.1298 2.1166 0.143
H 3.2199 -2.2221 2.7515 0.456
H -0.4833 -1.8787 2.2708 -0.267
H -0.7292 -0.7991 4.9283 0.406
H -2.0523 -0.7874 3.7383 0.345
H -0.0690 2.9566 4.4836 0.507
H 0.4734 5.3454 4.3088 0.424
H 0.9326 6.3417 2.0810 0.474
H 0.8128 4.9352 0.0750 0.259
H -2.6125 1.2779 -0.9125 -0.081
H -4.6598 2.2366 -1.9066 0.458
H -4.6505 4.5592 -2.7454 0.406
H -2.5883 5.9164 -2.5948 0.434
H -0.5554 4.9730 -1.6173 0.292
H 2.7806 2.2975 0.1885 0.449
H 4.8335 2.8262 -1.0857 0.470
H 4.6682 3.5795 -3.4311 0.406
H 2.4556 3.7905 -4.5091 0.455
H 0.4084 3.2501 -3.2511 0.460
C -1.8898 -6.2014 -1.1515 -1.042
As -1.1391 -5.1282 0.2696 0.526
C -0.2733 -6.4173 1.4306 -1.149
C -2.6721 -4.5309 1.3112 -0.946
S 0.2094 -3.7026 -0.4453 -0.439
H -2.5615 -6.9533 -0.7376 0.410
H -1.0673 -6.6863 -1.6735 0.365
H -2.4263 -5.5663 -1.8526 0.294
H -0.9559 -7.2368 1.6566 0.420
H 0.0377 -5.9387 2.3575 0.351
H 0.6052 -6.8052 0.9197 0.357
H -3.1138 -5.4016 1.7953 0.459
H -3.4061 -4.0630 0.6609 0.308
H -2.3539 -3.8170 2.0688 0.183